No. 1
126
Properties=species:S:1:pos:R:3 method="wB97M-V/def2-TZVPD" spin_multiplicity=1 orbital_gap_ha=0.3533 e_above_lowest_ev=2.682 e_homo_ev=-9.0 total_energy_ha=-2246.79052 smiles=C1CCOC1.C1CCOC1.C1CCOC1.C1CCOC1.C1CCOC1.C1CCOC1.C1CCOC1.C1CCOC1.C1CCOC1.CCO
C -0.3437 4.1023 5.8535
C 0.9309 4.1601 5.0053
C 1.9875 4.1912 6.1424
O 1.3063 4.0956 7.3797
C -0.0373 4.6154 7.2785
H -0.8881 3.1581 5.8375
H -1.1019 4.8029 5.5037
H 0.8980 5.0429 4.3668
H 1.0052 3.2184 4.4615
H 2.6442 5.0539 6.2547
H 2.6173 3.3047 6.0677
H -0.0403 5.6933 7.4403
H -0.6362 4.1697 8.0727
C -4.1728 4.2137 2.5227
C -4.1795 4.0890 4.0441
C -5.2940 3.1477 4.3595
O -5.3647 2.3196 3.1689
C -4.5674 2.8206 2.0529
H -3.2016 4.4307 2.0779
H -4.7927 5.0831 2.3037
H -4.2903 5.0702 4.5057
H -3.2199 3.7386 4.4240
H -6.1655 3.7554 4.6026
H -5.0096 2.5516 5.2266
H -5.2552 2.9399 1.2158
H -3.6420 2.2728 1.8751
C -8.4035 2.7879 8.1533
C -8.1132 4.0782 8.8694
C -7.4708 4.8605 7.7115
O -8.2181 4.5409 6.5671
C -8.6873 3.1956 6.6802
H -9.2367 2.2828 8.6420
H -7.5793 2.1002 8.3424
H -7.3360 3.9048 9.6137
H -9.0273 4.4912 9.2961
H -6.4388 4.6088 7.4670
H -7.5142 5.9269 7.9329
H -8.1802 2.5147 5.9965
H -9.7181 3.1488 6.3290
C -7.4021 -1.8576 5.4477
C -6.6432 -1.3721 6.6471
C -5.9342 -0.0944 6.0563
O -6.1738 -0.1029 4.6534
C -6.5599 -1.3951 4.2388
H -8.3343 -1.2929 5.4655
H -7.4755 -2.9451 5.4432
H -5.8508 -2.0946 6.8427
H -7.2275 -1.3034 7.5647
H -4.8760 0.0515 6.2730
H -6.5310 0.7187 6.4697
H -5.7058 -2.0616 4.1184
H -7.2133 -1.3904 3.3664
C -0.9531 3.7171 13.7872
C -1.6138 4.3485 14.9407
C -2.9345 4.8921 14.5020
O -3.0444 4.6086 13.0895
C -1.6495 4.4618 12.6452
H -1.1933 2.6566 13.7102
H 0.1352 3.7763 13.7831
H -1.0960 5.1551 15.4598
H -1.7306 3.6629 15.7801
H -2.9457 5.9788 14.5857
H -3.8097 4.5816 15.0728
H -1.2000 5.4457 12.5111
H -1.6044 3.8044 11.7769
C -2.3428 -1.2210 5.0841
C -2.4387 0.1286 4.5207
C -1.3769 0.3739 3.4976
O -0.6061 -0.8143 3.7239
C -1.4371 -1.9160 4.0829
H -3.3168 -1.7090 5.1215
H -1.7223 -1.3106 5.9757
H -2.3895 0.8410 5.3442
H -3.4581 0.2566 4.1567
H -0.8693 1.3235 3.6669
H -1.6652 0.2830 2.4504
H -0.9612 -2.7252 4.6369
H -1.8582 -2.2878 3.1488
C -3.2309 7.9443 8.3851
C -4.0213 7.5377 9.6099
C -4.3766 6.0939 9.3354
O -3.8863 5.7562 8.0469
C -3.5168 6.8948 7.3066
H -2.1751 7.9160 8.6547
H -3.5167 8.9084 7.9644
H -4.9606 8.0800 9.5018
H -3.6658 7.6492 10.6343
H -5.4479 5.9341 9.2131
H -3.9878 5.3236 10.0014
H -4.3181 7.2133 6.6399
H -2.6270 6.6378 6.7318
C -5.5701 1.7310 13.5998
C -6.6339 0.8503 13.0346
C -5.8182 -0.2768 12.3168
O -4.7154 0.4881 11.7656
C -4.3092 1.4648 12.7942
H -5.3287 1.4389 14.6218
H -5.9090 2.7670 13.6019
H -7.2655 1.3218 12.2817
H -7.3274 0.3703 13.7250
H -6.3312 -0.6402 11.4264
H -5.4769 -1.0419 13.0141
H -3.9697 2.4392 12.4430
H -3.5087 0.9484 13.3241
C 0.1075 0.2242 7.9677
C 1.1530 -0.5584 7.2269
C 2.4395 0.0692 7.6688
O 2.1861 0.8611 8.8055
C 0.7751 0.8809 9.1591
H -0.8288 -0.3262 8.0606
H -0.2390 1.0416 7.3354
H 1.0109 -0.4443 6.1523
H 1.2053 -1.5873 7.5829
H 2.8431 0.8089 6.9773
H 3.2006 -0.6861 7.8647
H 0.3739 1.8726 9.3682
H 0.7528 0.2446 10.0438
C -3.3264 2.3775 7.7095
C -3.4986 1.7685 9.1078
O -4.9206 1.4403 9.2108
H -4.0036 3.2289 7.6415
H -3.6548 1.6329 6.9845
H -2.3062 2.7342 7.5681
H -3.0622 2.3425 9.9252
H -3.0196 0.7941 9.2042
H -5.1990 1.2948 10.1179

=====

No. 2
17
Properties=species:S:1:pos:R:3 method="wB97M-V/def2-TZVPD" spin_multiplicity=1 orbital_gap_ha=0.3320 e_above_lowest_ev=2.318 e_homo_ev=-8.7 total_energy_ha=-384.06443 smiles="C=CC(=C)O.O.O"
C -1.0650 1.3687 1.6851
C -0.2715 0.9942 0.6693
O 0.5233 -0.1138 0.7936
C -0.1740 1.6723 -0.6390
C -1.1727 2.1182 -1.3754
H -0.9766 0.9231 2.6645
H -1.4935 2.3545 1.5577
H 0.6348 -0.5247 -0.1004
H 0.8729 1.8503 -0.8621
H -2.2171 1.9926 -1.1201
H -1.1102 2.6095 -2.3349
H -0.6865 -4.2574 2.0167
H 0.2996 -5.3604 1.7410
O 0.0221 -4.7607 2.4178
H 2.9593 -0.0686 -2.0644
H 1.8144 -0.8445 -2.6698
O 2.0407 0.0468 -2.3794

=====

No. 3
21
Properties=species:S:1:pos:R:3 method="wB97M-V/def2-TZVPD" spin_multiplicity=1 orbital_gap_ha=0.3466 e_above_lowest_ev=7.182 e_homo_ev=-9.2 total_energy_ha=-420.31995
C -3.0480 0.6778 -0.4081
C -0.9953 -0.2954 0.2409
C 0.0279 -1.4192 0.4061
C 1.0319 -0.3008 0.4863
C 3.1056 0.6066 -0.3386
C -0.1173 0.8337 0.4250
H -3.2051 0.4918 0.7679
H -2.6146 1.6501 -0.4261
H -3.9970 0.7580 -1.0030
H -2.8603 -1.3107 -0.2586
H -1.6127 -0.3615 1.2226
H -0.4714 -2.0926 1.1813
H 0.3616 -1.8962 -0.6198
H 1.8735 -0.5038 1.4224
H 2.5959 -1.1366 -0.9494
H 2.8397 1.7436 -0.5989
H 3.2643 0.7116 0.9007
H 4.1373 0.5510 -1.1444
N -2.1553 -0.4491 -0.7867
N 2.0236 -0.2473 -0.7917
O -0.1842 1.9890 0.2720

=====

No. 4
110
Properties=species:S:1:pos:R:3 method="wB97M-V/def2-TZVPD" spin_multiplicity=1 orbital_gap_ha=0.2690 e_homo_ev=-9.9 total_energy_ha=-2586.01731 charge=+1
N -0.5186 6.2120 1.1865
C -1.6527 6.3509 1.6949
C -2.4865 7.5479 1.2249
N -3.9239 7.2259 1.1172
C -4.4828 6.0829 1.3976
N -5.8031 6.1100 1.1567
C -6.0129 7.3715 0.7468
N -7.2216 7.8004 0.4344
C -8.4333 6.9717 0.4570
C -8.9276 6.5984 1.8738
C -8.9332 7.7538 2.8630
F -9.5483 8.8308 2.3768
F -9.6461 7.3686 3.9437
F -7.7068 8.0357 3.3315
N -4.8760 8.0964 0.7040
H -0.0527 5.3888 1.5761
H -2.0290 5.6195 2.4305
H -2.1365 7.7583 0.1997
H -2.2964 8.4401 1.8394
H -4.0256 5.1763 1.7797
H -7.3151 8.7599 0.1269
H -8.1823 6.0230 -0.0447
H -9.2189 7.4574 -0.1313
H -8.3680 5.7277 2.2380
H -9.9711 6.2583 1.7800
H -4.7403 9.0533 0.4107
C -0.8994 2.3668 3.6972
O -1.6451 3.1078 4.3185
N -1.0447 2.0512 2.3977
C -0.1235 1.1661 1.6921
C -2.1640 2.6213 1.6848
H -0.0232 1.8913 4.1666
H 0.3267 1.7037 0.8613
H -0.6749 0.3071 1.3115
H 0.6646 0.8175 2.3559
H -2.0987 3.7097 1.7192
H -3.0962 2.3165 2.1663
H -2.1667 2.2928 0.6479
C 2.2074 -0.3347 -1.1374
O 1.3638 -0.0630 -0.2917
N 3.3502 0.3368 -1.3286
C 4.3103 -0.0481 -2.3549
C 3.6381 1.4813 -0.4856
H 2.0847 -1.1838 -1.8281
H 5.2600 -0.2812 -1.8857
H 4.4426 0.7844 -3.0512
H 3.9629 -0.9171 -2.9008
H 3.6656 1.1669 0.5596
H 2.8491 2.2276 -0.6014
H 4.5954 1.9174 -0.7603
C 6.5348 -3.1612 -2.5467
O 5.8439 -2.1897 -2.8251
N 6.0685 -4.3420 -2.1168
C 6.9528 -5.4544 -1.8078
C 4.6362 -4.5140 -1.9567
H 7.6335 -3.1360 -2.6326
H 6.6997 -6.3009 -2.4498
H 6.8243 -5.7378 -0.7600
H 7.9918 -5.1755 -1.9766
H 4.1398 -4.3452 -2.9143
H 4.2594 -3.7838 -1.2379
H 4.4169 -5.5189 -1.6042
C 2.8664 -3.5926 4.3288
O 3.2807 -4.1565 3.3354
N 1.8142 -2.7450 4.3549
C 1.3706 -2.1040 5.5763
C 1.1090 -2.4719 3.1149
H 3.3337 -3.7343 5.3182
H 0.3358 -2.3876 5.7814
H 1.4301 -1.0189 5.4605
H 1.9938 -2.4054 6.4163
H 0.7150 -3.4050 2.7096
H 1.8055 -2.0440 2.3916
H 0.2901 -1.7765 3.2888
C -10.3965 2.9218 2.8638
O -10.4826 3.8781 2.1092
N -10.5502 2.9720 4.1981
C -10.4347 1.7891 5.0311
C -10.8422 4.2504 4.8254
H -10.1799 1.9074 2.4915
H -11.3734 1.6278 5.5642
H -9.6296 1.9321 5.7546
H -10.2157 0.9122 4.4248
H -11.7717 4.6517 4.4189
H -10.0388 4.9545 4.6091
H -10.9382 4.1270 5.9015
C 5.6895 -8.5381 -4.2974
O 6.4279 -7.6649 -3.8702
N 5.3501 -9.6539 -3.6290
C 4.4657 -10.6539 -4.1974
C 5.8880 -9.8625 -2.2949
H 5.2306 -8.4745 -5.2975
H 3.5864 -10.7650 -3.5600
H 4.9899 -11.6095 -4.2578
H 4.1459 -10.3608 -5.1956
H 5.5825 -9.0400 -1.6462
H 6.9779 -9.8797 -2.3405
H 5.5251 -10.8027 -1.8868
C 7.7241 -3.9442 -8.5410
O 7.5998 -2.9943 -9.2887
N 7.5540 -3.9035 -7.2021
C 7.7177 -5.0779 -6.3671
C 7.1949 -2.6402 -6.5811
H 7.9947 -4.9477 -8.9127
H 6.7819 -5.2818 -5.8420
H 8.5081 -4.8924 -5.6361
H 7.9850 -5.9460 -6.9669
H 6.2517 -2.2843 -6.9985
H 7.9668 -1.8984 -6.7922
H 7.0927 -2.7646 -5.5050

=====

No. 5
12
Properties=species:S:1:pos:R:3 method="wB97M-V/def2-TZVPD" spin_multiplicity=1 orbital_gap_ha=0.3885 e_above_lowest_ev=0.690 e_homo_ev=-9.7 total_energy_ha=-554.39252 smiles=CCO.S
S -5.2698 2.5393 -1.8063
H -5.3532 1.3831 -2.5131
H -4.5676 1.8332 -0.9071
C 1.2042 -0.0993 0.7608
O 1.5199 0.5839 -0.4579
C 2.0810 -1.3315 0.9207
H 0.1894 -0.5012 0.6058
H 1.2084 0.6106 1.5826
H 2.0116 -0.0558 -1.0017
H 1.8646 -2.0874 0.1704
H 1.9866 -1.8409 1.8863
H 3.1250 -1.0339 0.7594

=====

No. 6
26
Properties=species:S:1:pos:R:3 method="wB97M-V/def2-TZVPD" spin_multiplicity=1 orbital_gap_ha=0.3089 e_above_lowest_ev=2.254 e_homo_ev=-8.1 total_energy_ha=-1396.53475
C 0.1868 1.0528 1.2534
C 0.9212 0.6713 3.7234
C -0.3621 1.3544 3.7467
C -0.0657 0.4749 2.5192
C 2.1515 -1.1458 -2.7797
C -2.3941 -0.7332 -0.9436
C 0.6896 -1.1411 -2.3585
C 0.2761 0.2871 -2.2960
O 0.8238 2.0107 0.9496
O -1.5368 1.8566 -1.2517
O -0.3988 0.1089 0.3285
S -1.0551 0.4876 -1.1624
Cl -0.5222 0.7968 -3.8785
H 1.9016 1.0322 3.3524
H 1.1320 -0.2268 4.2614
H -1.1686 1.0411 4.4059
H -0.4423 2.3458 3.3118
H -0.4095 -0.5552 2.3324
H 2.0278 -0.7501 -3.9083
H 2.7255 -0.5200 -2.0633
H 2.6204 -2.1944 -2.9440
H -3.1777 -0.8076 -1.7553
H -1.8170 -1.6715 -0.6386
H -2.9282 -0.4336 -0.0596
H 0.6802 -1.4215 -1.2507
H 0.1416 -1.9193 -2.8946

=====

No. 7
69
Properties=species:S:1:pos:R:3 method="wB97M-V/def2-TZVPD" spin_multiplicity=1 orbital_gap_ha=0.2316 e_above_lowest_ev=4.284 e_homo_ev=-4.0 total_energy_ha=-4041.68295 charge=-1
Fe 1.2843 -0.5860 0.5227
C -1.6180 -0.3669 0.0747
N -0.4622 -0.7524 -0.7510
C -0.5396 -2.1770 -1.1697
C 0.1714 -3.1091 -0.2058
N 1.5471 -2.6504 0.0256
C 2.4033 -2.8324 -1.1625
C 2.1979 -3.3130 1.1518
C 1.9895 -4.6599 1.4028
C 2.6521 -5.3025 2.4415
C 3.5411 -4.5752 3.2207
C 3.7503 -3.2291 2.9704
C 3.0840 -2.5554 1.9390
S 3.3135 -0.8509 1.6488
C -0.3609 0.0801 -1.9527
C -1.4481 0.1932 -2.8105
C -1.3464 0.8670 -4.0189
C -0.1200 1.4322 -4.3634
C 0.9618 1.3277 -3.5110
C 0.8847 0.6384 -2.2813
S 2.2649 0.4540 -1.2574
H -2.5632 -0.4706 -0.4726
H -1.4966 0.6683 0.3890
H -1.6545 -1.0105 0.9520
H -0.0796 -2.2543 -2.1534
H -1.5857 -2.4867 -1.2866
H 0.1397 -4.1249 -0.6233
H -0.3302 -3.1249 0.7605
H 2.4093 -3.8872 -1.4695
H 3.4106 -2.5151 -0.9012
H 2.0716 -2.1962 -1.9785
H 1.3042 -5.2266 0.7843
H 2.4738 -6.3530 2.6337
H 4.0667 -5.0548 4.0385
H 4.4263 -2.6573 3.5944
H -2.3907 -0.2687 -2.5379
H -2.1975 0.9288 -4.6864
H -0.0060 1.9490 -5.3104
H 1.9179 1.7569 -3.7867
O 0.3276 -1.4090 2.1579
C 0.0958 -0.8354 3.2249
C 0.0833 0.5755 3.4568
C -0.3599 1.0296 4.7025
C -0.5043 2.3737 4.9411
C -0.2023 3.3241 3.9316
C 0.2595 2.9071 2.7284
C 0.4441 1.5127 2.4216
O 0.8578 1.1944 1.2879
N -0.9905 2.8205 6.2222
O -1.0496 4.0251 6.4292
O -1.2250 1.9844 7.0853
H -0.1872 -1.4619 4.0866
H -0.6164 0.3184 5.4772
H -0.3477 4.3739 4.1422
H 0.4977 3.6068 1.9389
C -3.8262 2.6726 -3.2015
N -3.0327 3.2904 -2.1514
C -1.6954 3.1101 -1.9646
S -1.0310 3.0516 -0.4334
N -0.9139 2.9471 -3.0484
C -1.2109 3.2586 -4.4276
H -4.7709 2.3426 -2.7707
H -3.3223 1.7888 -3.5932
H -4.0484 3.3546 -4.0243
H -3.4993 3.4599 -1.2768
H 0.0110 2.6132 -2.8215
H -1.8694 4.1251 -4.4868
H -1.6630 2.4239 -4.9687
H -0.2776 3.5171 -4.9253

=====

No. 8
67
Properties=species:S:1:pos:R:3 method="wB97M-V/def2-TZVPD" spin_multiplicity=1 orbital_gap_ha=0.2933 e_above_lowest_ev=0.872 e_homo_ev=-19.3 total_energy_ha=-1394.31072 charge=+3
Ta 0.7604 -0.3598 0.0261
C -2.8319 0.3368 -0.2686
C -2.2938 0.9344 1.0118
N -0.8049 1.2146 0.9757
C -0.4369 1.7726 2.3060
C 1.0523 1.9170 2.3752
N 1.6951 0.6550 1.9176
C 1.9987 -0.2616 3.0878
C 0.7986 -0.7215 3.8944
C -0.3091 -1.4497 3.1216
N 0.0970 -1.9549 1.7688
C -0.8977 -2.9687 1.3134
C -0.9552 -2.9527 -0.1920
N -1.0913 -1.5245 -0.6355
C -2.5459 -1.1396 -0.3804
H -2.4230 0.8770 -1.1094
H -3.9117 0.4849 -0.3167
H -2.4635 0.2761 1.8634
H -2.8058 1.8718 1.2352
H -0.7167 1.9941 0.3290
H -0.8285 1.1206 3.0765
H -0.9121 2.7451 2.4524
H 1.3736 2.1664 3.3870
H 1.3924 2.7309 1.7295
H 2.6229 0.9190 1.5933
H 2.6915 0.2637 3.7468
H 2.5386 -1.1098 2.6897
H 0.3496 0.0902 4.4686
H 1.2222 -1.3885 4.6474
H -1.1861 -0.8282 2.9598
H -0.6499 -2.2968 3.7185
H 0.9711 -2.4605 1.9000
H -1.8580 -2.7411 1.7687
H -0.6154 -3.9635 1.6611
H -1.7968 -3.5384 -0.5651
H -0.0583 -3.3832 -0.6231
H -0.9588 -1.5183 -1.6468
H -2.8317 -1.6280 0.5460
H -3.1379 -1.6002 -1.1722
N 2.1506 1.2189 -0.8493
C 2.3669 1.0675 -2.3276
C 2.3341 -0.4038 -2.6330
O 2.9857 -0.9288 -3.4785
N 1.5125 -1.1284 -1.7114
C 2.0531 -2.4971 -1.5475
C 2.2840 -2.6765 -0.0668
O 2.3172 -3.6638 0.5757
O 2.2534 -1.3997 0.5621
H 3.0560 1.0358 -0.4134
H 1.9419 2.2012 -0.6711
H 1.5693 1.5675 -2.8539
H 3.3125 1.5017 -2.6449
H 1.4034 -3.2872 -1.9178
H 3.0001 -2.6054 -2.0841
C -1.7057 1.9586 -3.6990
C -1.6849 3.0477 -2.6179
C -0.3932 2.7392 -1.8997
O -0.3726 1.2760 -1.8052
C -0.9397 0.7854 -3.0777
H -1.1966 2.3044 -4.5966
H -2.7172 1.6766 -3.9807
H -2.5329 2.9552 -1.9382
H -1.6923 4.0529 -3.0347
H -0.3069 3.1745 -0.9009
H 0.4643 3.0771 -2.4908
H -1.5801 -0.0640 -2.8458
H -0.1260 0.4341 -3.7131

=====

No. 9
27
Properties=species:S:1:pos:R:3 method="wB97M-V/def2-TZVPD" spin_multiplicity=1 orbital_gap_ha=0.2369 e_homo_ev=-3.4 total_energy_ha=-530.41237 charge=-1
C 1.8806 2.6721 0.6277
C 1.5638 2.1106 -0.7620
B -0.0037 1.6073 -0.9679
N -0.3364 0.2742 -0.2153
B -1.1175 2.8560 -0.5841
O -2.2411 2.7518 0.2816
O -1.0335 4.1308 -1.1200
H 1.7842 1.8858 1.3859
H 2.9068 3.0600 0.7095
H 1.2041 3.4957 0.8861
H 1.8272 2.8661 -1.5176
H 2.2263 1.2472 -0.9282
H -0.1451 1.4179 -2.2051
H 0.4445 -0.3738 -0.1711
H -0.6661 0.4183 0.7336
H -1.9043 2.6331 1.1762
H -0.3090 4.1218 -1.7589
C 0.0151 -4.8159 0.1409
C -0.1030 -3.3889 0.6384
O 0.8665 -2.7570 0.9808
C -1.4873 -2.7883 0.6588
H 1.0567 -5.1276 0.1646
H -0.5822 -5.4822 0.7667
H -0.3644 -4.8857 -0.8799
H -2.1411 -3.3722 1.3129
H -1.9114 -2.8006 -0.3463
H -1.4297 -1.7566 0.9925

=====

No. 10
20
Properties=species:S:1:pos:R:3 method="wB97M-V/def2-TZVPD" spin_multiplicity=1 orbital_gap_ha=0.1460 e_above_lowest_ev=14.919 e_homo_ev=-12.4 total_energy_ha=-344.21857 charge=+1
C 0.2959 -0.6070 1.1942
C 0.5055 0.3236 -0.0909
C -0.7018 0.4481 -0.9772
C -1.0847 -0.5867 -2.0108
N -0.0543 -1.0184 -3.0457
N 0.4886 -0.1033 2.4881
H 0.8455 -1.5388 1.1385
H -0.7718 -0.8490 1.0592
H 0.8271 1.2883 0.4218
H 1.4039 0.0583 -0.6584
H -1.5704 -1.0565 0.5550
H -1.9612 -0.5927 -2.6724
H 0.8396 -0.5310 -3.0148
H -0.0360 -1.9799 -3.4497
H 1.1606 0.7336 2.5501
H -0.2321 0.5513 2.7964
H -0.9996 -1.0744 -1.0312
H -0.9249 1.4565 -1.3061
H 1.0812 2.8218 3.3993
O 0.8889 2.2563 2.6546